Arrangement one

A cluster of 2 separate species, CH3BrP2 in total, computed with ωB97M-V/def2-TZVPD.

Last column: Löwdin charge in e.
Element x y z (Å)
C -0.31 -0.69 0.53  -1.14
P 1.03 -0.26 -1.90  0.32
P -0.18 0.64 -0.67  0.35
Br 0.94 -2.18 0.58  0.46
H -0.18 -0.03 1.80  0.14
H -1.44 -1.08 0.35  0.04
H 1.01 1.00 -2.81  -0.16

Output
* 2S+1: 1
* HOMO-LUMO gap: 8.841 eV

=====

Arrangement two

The molecule CH3BrP2, computed with ωB97M-V/def2-TZVPD.

Last column: Löwdin charge in e.
Element x y z (Å)
C -0.96 -1.68 -1.49  -1.01
P -0.04 -0.07 0.98  0.35
P -1.51 -0.16 -0.44  0.42
Br 0.76 -2.36 -0.99  0.47
H -1.67 -2.51 -1.37  0.00
H -0.89 -1.66 -2.62  0.02
H -0.69 0.74 1.86  -0.26

Output
* 2S+1: 1
* HOMO-LUMO gap: 8.281 eV

=====

Which one is the least stable? From the structures above, arrangement one.